Entry 1:
CHNOS2 as an isolated structure at a distorted geometry, computed with wB97M-V/def2-TZVPD.

```
! wB97M-V def2-TZVPD RIJCOSX def2/J DEFGRID3
* xyz 0 1
S -0.3645 -1.7425 0.2372
S 1.2241 1.3287 0.8931
O -1.8330 0.4432 -0.0625
N 0.7112 0.5411 -0.3120
C -0.9646 -0.2922 -0.0827
H 1.2267 -0.2784 -0.6731
*
```

Computed properties:
Electronic energy, hartree: -964.9860
Energy relative to the best compared isomer or geometry (same formula, charge and spin), kJ/mol: 123.6
E_HOMO (alpha / beta), hartree: -0.3428 / -0.3430

Entry 2:
C12H11N2O9Ti as an isolated structure, computed with wB97M-V/def2-TZVPD.

```
! wB97M-V def2-TZVPD RIJCOSX def2/J DEFGRID3
* xyz 2 2
Ti 0.1647 0.0433 -0.6988
O -0.3289 -1.7961 0.3087
O -1.4820 0.8577 -0.2494
O 0.6341 0.7438 -2.6298
O 1.2076 1.9113 -0.3174
O 1.8207 3.4670 1.1754
O -3.6901 0.5692 0.0276
O 0.2914 0.6971 -4.8338
O -0.7149 -2.9988 2.0860
O -1.2567 -0.9169 -2.1036
N 0.6134 0.2168 1.4859
N 3.1572 -1.7279 -1.1112
C 0.0270 0.3331 -3.6219
C 2.1837 -1.1371 -0.9565
C 1.1087 1.6516 3.3140
C -0.3040 -1.9004 1.5331
C -2.6645 0.2960 -0.5136
C 1.0411 1.3775 1.9576
C 1.3718 2.2986 0.8350
C 0.2305 -0.5559 3.6917
C 0.6971 0.6566 4.1905
C -1.0984 -0.6502 -3.4882
C -2.6063 -0.8053 -1.5696
C 0.2048 -0.7321 2.3193
H 1.4599 2.6109 3.6678
H 1.0194 1.3429 -4.8756
H -0.6667 -3.0076 3.0539
H -0.8519 -1.5629 -4.0358
H -2.8646 -1.7604 -1.1169
H -3.3168 -0.5895 -2.3647
H -0.1099 -1.3197 4.3792
H 1.9935 4.0311 0.4006
H 4.0026 -2.2502 -1.2667
H -1.9992 -0.2209 -3.9310
H 0.7256 0.8274 5.2581
*
```

Computed properties:
Electronic energy, hartree: -2099.6499
Energy relative to the best compared isomer or geometry (same formula, charge and spin), kJ/mol: 0.2
E_HOMO (alpha / beta), hartree: -0.5555 / -0.5808

Entry 3:
A 5-piece molecular cluster, C5H20O5 overall at a distorted geometry, computed with wB97M-V/def2-TZVPD.

```
! wB97M-V def2-TZVPD RIJCOSX def2/J DEFGRID3
* xyz 1 2
O -1.4916 4.3848 0.8210
O 3.7480 0.1725 1.9767
O 0.1073 0.9698 -1.6541
O -0.3790 -4.0566 -0.7497
O -0.5953 -1.2455 -0.0840
C -1.5616 -0.8272 0.8419
C 2.5522 0.9543 1.8519
C -1.7415 -4.5155 -0.7124
C 1.3866 0.5885 -2.0109
C -0.8099 3.4627 0.0410
H -0.2682 1.5729 -2.2997
H 1.9782 0.7152 2.7471
H -2.0007 -5.5737 -0.7446
H 2.8572 1.9945 1.9654
H -0.3945 -0.4278 -0.5451
H 2.0696 1.4323 -1.9130
H -2.1291 -4.3065 0.2847
H -1.0204 0.0912 1.0692
H -0.5751 3.7564 -0.9821
H -2.0616 -3.8085 -1.4778
H -2.2977 3.9005 1.0141
H -0.3668 -3.1231 -0.5258
H 0.1091 3.1756 0.5519
H -2.4891 -0.6133 0.3107
H -1.7099 -1.4982 1.6880
H 3.4463 -0.7389 1.9738
H 1.8363 0.7726 1.0503
H -1.4675 2.5934 0.0489
H 1.4653 0.4449 -3.0885
H 1.8031 -0.2473 -1.4487
*
```

Computed properties:
Electronic energy, hartree: -578.1841
Energy relative to the best compared isomer or geometry (same formula, charge and spin), kJ/mol: 192.9
E_HOMO (alpha / beta), hartree: -0.4630 / -0.4629

Entry 4:
C11H17BIrN6O3S as an isolated structure at a distorted geometry, computed with wB97M-V/def2-TZVPD.

```
! wB97M-V def2-TZVPD RIJCOSX def2/J DEFGRID3
* xyz 2 6
Ir 0.1032 0.1735 0.4353
S 1.1275 0.5964 3.1193
O 1.5488 -0.1639 1.8183
O 1.9282 1.7859 3.2822
O -0.3335 0.7659 3.1388
N -1.4427 -0.0580 -0.8717
N 0.4890 1.8707 -1.9451
N 0.4530 1.7924 -0.5665
N -1.2401 0.1553 -2.2119
N 1.0892 -0.5609 -2.2384
N 1.1918 -0.7460 -0.8694
C 1.5438 -0.6914 4.2869
C 2.5090 -2.2326 -1.8576
C 0.9164 3.8781 -1.0677
C 0.7968 3.1431 -2.2630
C 1.8771 -1.4671 -2.8474
C 0.6720 3.0263 -0.0120
C -2.5223 -2.1957 2.8514
C -2.3906 -0.0584 -2.8566
C -2.7464 -0.4104 -0.6709
C 2.0739 -1.7652 -0.6270
C -3.3598 -0.4162 -1.9312
B 0.1484 0.5783 -2.7183
H 1.9588 -1.4438 -3.9373
H -2.6781 -1.7755 1.8493
H -4.3907 -0.6436 -2.0970
H 1.3058 -0.2982 5.2805
H 0.6154 3.1208 1.0746
H 1.0145 -1.6332 4.1446
H -3.2484 -1.7080 3.5095
H -3.1148 -0.6312 0.3271
H 0.9683 3.3532 -3.2911
H -2.3892 0.1141 -3.9251
H 0.2232 0.7454 -3.8910
H 1.2038 4.9051 -0.9407
H -2.5544 -3.2719 2.8538
H 3.2352 -3.0058 -1.9934
H 2.6194 -0.8420 4.1343
H -1.4913 -1.9443 3.1393
H 2.2902 -2.0415 0.3853
*
```

Computed properties:
Electronic energy, hartree: -1510.2012
Energy relative to the best compared isomer or geometry (same formula, charge and spin), kJ/mol: 0.0
E_HOMO (alpha / beta), hartree: -0.5405 / -0.5956

Entry 5:
C2H6IN3S in the gas phase at a distorted geometry, computed with wB97M-V/def2-TZVPD.

```
! wB97M-V def2-TZVPD RIJCOSX def2/J DEFGRID3
* xyz 0 1
I -1.4954 -0.4241 2.1207
S 0.3561 1.1610 -1.0992
N -1.7384 0.0892 0.2085
N 0.0238 -1.4351 -0.2447
N 1.0849 -1.6931 -0.8514
C 1.1111 1.5174 0.4836
C -0.8050 -0.2926 -0.7272
H 2.0466 1.9608 0.2065
H -2.5680 -0.3773 -0.2132
H -1.1724 -0.5303 -1.7208
H 0.4432 2.0097 1.2823
H 1.2878 -2.6247 -0.5383
H 1.4256 0.6392 1.0933
*
```

Computed properties:
Electronic energy, hartree: -939.8317
Energy relative to the best compared isomer or geometry (same formula, charge and spin), kJ/mol: 311.9
E_HOMO, hartree: -0.3084
SMILES: [H]/N=N/[C@@H](NI)SC

Entry 6:
A 4-piece molecular cluster, C16H28FN2O9 overall at a distorted geometry, computed with wB97M-V/def2-TZVPD.

```
! wB97M-V def2-TZVPD RIJCOSX def2/J DEFGRID3
* xyz 1 1
F 3.3456 -0.9243 2.1503
O -1.1695 -4.9360 -2.4684
O 1.7001 -2.2506 -6.0006
O 2.9244 -2.0473 -4.1126
O 0.0402 5.5871 2.5810
O -0.9892 7.4917 1.9361
O -1.1759 -4.6273 -0.2303
O -2.1882 5.7249 2.2415
O 0.8436 -2.6014 -3.9391
O -1.4454 -2.9279 -1.6948
N -1.8921 1.5619 1.6767
N -0.7386 1.0051 1.3893
C -0.9450 6.2153 2.2825
C -2.2627 4.3532 2.6045
C -1.2536 -4.2170 -1.3572
C -2.6298 0.9228 2.5420
C 2.3826 1.1606 2.7879
C -1.0141 -0.8459 2.7410
C -0.9605 -6.3387 -2.2503
C 1.1084 -0.6269 1.4096
C 1.8108 -2.2957 -4.8066
C 4.0527 -1.7055 -4.9232
C -0.2310 -0.1282 1.8321
C -1.5586 -2.0626 -0.5823
C -0.4220 -2.8936 -4.5415
C -2.1922 -0.2917 3.0921
C 2.1653 -0.3214 2.4830
C 0.2813 8.1538 1.9335
H -3.5780 1.3597 2.8129
H 2.6130 1.2491 3.8458
H 0.9546 7.6883 1.2165
H 4.8847 -1.5298 -4.2469
H 1.8332 -0.8038 3.4087
H -1.9237 4.2106 3.6323
H 1.0190 -1.7109 1.3327
H -0.3473 -3.7578 -5.1995
H 1.4815 1.7487 2.6131
H -0.6740 -1.7930 3.1278
H 0.7201 8.1445 2.9291
H -0.0218 -6.5084 -1.7275
H 4.3059 -2.5242 -5.5937
H -1.1066 -3.1273 -3.7436
H 0.0984 9.1813 1.6347
H -1.6777 3.7544 1.9256
H -0.9111 -6.8031 -3.2304
H -0.6430 -2.0843 0.0053
H -1.7074 -1.0559 -0.9714
H -0.1610 1.5293 0.7328
H -2.8358 -0.7842 3.8089
H -0.7960 -2.0318 -5.0935
H -2.4168 -2.3303 0.0353
H 3.1978 1.5653 2.1945
H -3.3077 4.0572 2.5330
H -1.7912 -6.7676 -1.6940
H 3.8570 -0.7980 -5.4913
H 1.3471 -0.2122 0.4269
*
```

Computed properties:
Electronic energy, hartree: -1512.7413
E_HOMO, hartree: -0.4612

Entry 7:
C6H8N4 in the gas phase at a distorted geometry, computed with wB97M-V/def2-TZVPD.

```
! wB97M-V def2-TZVPD RIJCOSX def2/J DEFGRID3
* xyz 0 1
N 1.3313 2.1151 -0.7739
N -0.3809 3.5511 -0.1677
N -0.7178 1.1620 -0.0875
N 0.9382 -0.5118 -0.0569
C -0.3790 -0.1145 0.0000
C 1.2100 -1.7708 0.1267
C 0.0720 2.4022 -0.3961
C 0.3316 -2.7479 0.3365
C -0.9174 -2.4250 0.4896
C -1.3328 -1.0964 0.3011
H 1.9670 3.0020 -0.8299
H -1.7297 1.4590 -0.1266
H 2.3306 -2.2495 -0.1437
H -1.9344 -3.1516 0.7800
H -2.2303 -0.6568 0.4559
H -1.1598 3.5934 0.1515
H 0.7511 -3.7115 0.5716
H 1.8504 1.1508 -0.6305
*
```

Computed properties:
Electronic energy, hartree: -452.3622
Energy relative to the best compared isomer or geometry (same formula, charge and spin), kJ/mol: 261.3
E_HOMO, hartree: -0.3117
SMILES: [H]/N=C(/N)Nc1ccccn1

Entry 8:
A 8-piece molecular cluster, C34H51F4NO25S overall at a distorted geometry, computed with wB97M-V/def2-TZVPD.

```
! wB97M-V def2-TZVPD RIJCOSX def2/J DEFGRID3
* xyz 0 1
S 4.5234 -3.5184 0.2190
F 2.4170 -1.4108 -3.8099
F 2.4353 -1.9533 0.1723
F 4.2382 -0.9522 0.7181
F 3.3307 -2.2553 2.1031
O 0.2523 2.4263 1.1784
O 1.8103 6.0990 5.2313
O 3.8677 -7.6131 4.2664
O 3.0035 -7.0506 6.2568
O -0.8732 4.3743 1.3866
O -4.8018 2.9824 -7.7823
O 0.8040 -0.7244 4.6240
O -6.4731 0.8662 -2.9593
O 0.9520 -0.9088 6.8675
O -2.7251 3.6084 -8.3976
O -4.7872 1.9120 -4.0284
O -0.5278 3.0527 3.1805
O -4.0583 5.0303 -7.2531
O 1.0270 7.9410 6.2364
O -0.3715 -2.7412 -4.9427
O 5.2298 -3.0047 -1.1299
O 3.6668 -4.6193 -0.0736
O -1.4407 -1.0738 -6.0241
O 2.5387 6.6425 7.2984
O 6.3537 -4.7701 -1.8335
O 2.1733 -2.2551 5.5635
O 2.9419 -9.2036 5.5756
O -0.0491 -0.5891 -4.3383
O -6.7579 2.9717 -3.6706
O 5.4250 -3.8478 1.2597
N 4.6597 -4.3160 -3.1749
C 3.7251 -5.9168 5.7657
C 3.7510 -6.1793 4.2855
C -3.7581 3.8504 -7.8659
C 4.8864 -5.5136 3.5393
C -8.7004 0.2850 -2.1488
C 1.7733 -1.4655 9.1005
C 3.9762 -3.1585 -3.7689
C 1.2656 -1.2443 5.5908
C -5.7347 3.5572 -6.8609
C -2.0240 1.1467 -6.8656
C 5.4440 -4.0891 -2.0551
C 1.4541 -1.9641 7.7080
C -0.0834 1.6916 3.3013
C 1.1083 0.1854 1.6405
C -1.6834 0.2986 -5.6600
C -0.4287 3.3805 1.8665
C -5.4785 5.0280 -7.0318
C -0.5971 -1.5815 -5.0879
C 0.8179 6.2664 3.0051
C 1.8615 6.8715 6.3505
C 3.9077 -5.5775 -3.1490
C 3.5465 -2.0587 0.8383
C 2.9028 -2.4214 -2.9572
C -5.8592 5.8840 -5.8433
C -5.8966 1.9147 -3.5968
C 3.2421 -8.0724 5.3848
C 1.6854 -3.2536 -2.5435
C 0.6555 6.5273 4.4853
C 0.8894 1.5869 2.1612
C -7.6566 1.3674 -2.3182
C 0.5908 7.9789 4.8722
C -0.3860 0.6445 -4.9861
C 2.6431 -2.4206 6.9086
C -8.0392 2.4763 -3.2571
H -6.8967 6.2101 -5.9254
H 3.5261 -3.4764 -4.7192
H -8.2321 -0.6745 -1.9320
H -9.3799 0.5354 -1.3341
H 2.7962 -5.9241 3.8157
H -0.4111 8.3987 4.7972
H -0.1530 6.1948 2.5226
H 0.2163 -0.4312 1.7602
H 5.1788 -6.0997 2.6700
H 4.6086 -6.3700 -2.8527
H 3.0762 -5.6137 -2.4347
H 3.5598 -5.7817 -4.1690
H -8.6207 3.2616 -2.7767
H -5.9525 5.4175 -7.9381
H -0.2045 5.9704 4.8687
H -7.3580 1.7545 -1.3398
H -0.9524 1.0393 3.1930
H 0.4166 0.8899 -5.6862
H -8.5723 2.1299 -4.1460
H 1.8504 2.0477 2.4095
H 4.7178 -5.9206 6.2233
H -9.2988 0.1577 -3.0527
H 4.5918 -4.5233 3.2087
H 1.4560 -4.0139 -3.3052
H 3.2142 -4.9895 6.0271
H 2.7667 -1.0159 9.1494
H -5.7563 5.3363 -4.9049
H 1.8813 -3.7918 -1.6047
H 1.9170 -0.2969 2.1834
H 3.2637 -1.8900 -2.0697
H 2.9170 -3.4578 7.1002
H 0.7727 -2.6588 -2.4333
H 1.0579 -0.7059 9.4140
H 1.7464 -2.2883 9.8149
H 4.7477 -2.4143 -4.0305
H 3.5239 -1.7879 7.0411
H -6.7552 3.2704 -7.1148
H -2.5874 2.0228 -6.5624
H -2.6155 0.5816 -7.5852
H 0.6819 -2.7371 7.7563
H -5.4961 3.1819 -5.8649
H 0.3718 1.5160 4.2693
H 1.2854 8.6083 4.3104
H 1.3629 5.3394 2.8325
H -0.4831 1.4497 -4.2594
H -1.1284 1.4924 -7.3838
H 1.3754 7.0666 2.5128
H -2.5178 0.3055 -4.9523
H -5.2195 6.7639 -5.7783
H 5.7723 -5.4030 4.1688
H 1.3531 0.1999 0.5792
*
```

Computed properties:
Electronic energy, hartree: -4059.6282
E_HOMO, hartree: -0.3643
SMILES: C[C@H](F)CN(C)C(=O)OS(=O)(=O)C(F)(F)F.C[C@@H]1COC(=O)O1.C[C@@H]1COC(=O)O1.C[C@@H]1COC(=O)O1.C[C@@H]1COC(=O)O1.C[C@@H]1COC(=O)O1.C[C@@H]1COC(=O)O1.C[C@@H]1COC(=O)O1

Entry 9:
C33H45Cl2N2OP3ReS as an isolated structure at a distorted geometry, computed with wB97M-V/def2-TZVPD.

```
! wB97M-V def2-TZVPD RIJCOSX def2/J DEFGRID3
* xyz 2 4
Re -1.5299 0.4008 0.7964
Cl -3.5875 0.1564 -0.5644
Cl -3.1334 1.2139 2.6258
S -1.9258 -1.8534 1.7284
P 1.0298 -0.8949 -2.4411
P 2.4453 1.2225 3.4054
P -1.8078 2.6582 0.2406
O 2.1606 -0.9230 1.0873
N -4.5943 -1.8792 1.6639
N -3.6210 -1.9736 3.7663
C 0.6878 -0.0948 -6.3771
C 3.6681 -0.2434 -1.8317
C 2.4254 -5.1884 -1.7690
C -4.8616 -1.6235 4.4549
C 3.0867 -0.3649 3.9379
C 4.6875 0.6707 -1.5888
C 1.1446 -0.0876 -5.0680
C -1.4182 2.9505 -1.5157
C -6.0391 -2.0668 3.6141
C 1.5216 -2.5866 -2.1294
C -0.1965 0.9643 2.4089
C 0.3492 -0.6783 -4.0760
C 1.8343 2.1813 4.7805
C -0.8902 -1.2714 -4.3820
C 2.2979 -3.1904 -3.1244
C -3.4999 -1.9018 2.4303
C 2.4023 0.2344 -2.1929
C 3.2163 2.5035 -2.1073
C 0.3348 0.2778 0.1443
C -0.4859 -0.2585 -0.7225
C 4.4666 2.0408 -1.6995
C -1.3168 -1.2697 -5.7017
C 1.1482 -3.2927 -0.9703
C -5.9077 -1.5357 2.2030
C -0.7749 3.8939 1.1016
C -0.5336 -0.6851 -6.7002
C 2.1931 1.6101 -2.3982
C -3.4693 3.4125 0.3867
C 1.1383 0.9039 2.2061
C 1.6223 -4.5882 -0.7975
C 1.5771 0.3557 0.8803
C 2.7475 -4.4890 -2.9303
C 3.7344 2.1198 2.5217
H -6.9690 -1.7059 4.0576
H -1.4853 -1.7204 -3.5879
H 4.0989 1.5279 1.6713
H -4.4188 -1.6416 0.6838
H 5.6667 0.3036 -1.2915
H 1.4228 3.1348 4.4206
H 2.2872 -0.9127 4.4524
H 1.2913 0.3701 -7.1449
H -2.2694 -1.7240 -5.9485
H -1.8872 2.1745 -2.1327
H 3.9397 -0.2313 4.6188
H 3.0327 3.5714 -2.2002
H 0.2852 3.6416 0.9866
H 5.2651 2.7469 -1.4721
H -3.6692 3.6605 1.4336
H 1.2426 1.9769 -2.7883
H 1.0508 1.6176 5.3051
H -1.8157 3.9327 -1.7979
H 2.0991 0.3673 -4.8102
H 2.6634 2.3860 5.4790
H -4.8952 -0.5365 4.6277
H 4.5738 2.3319 3.1997
H 3.3505 -4.9583 -3.6982
H 3.3855 -0.9318 3.0485
H -4.2240 2.7024 0.0337
H -1.0251 3.8942 2.1696
H -1.4442 -0.4527 -1.2781
H 0.4693 -2.8407 -0.2447
H -0.3339 2.9320 -1.6669
H 3.8614 -1.3126 -1.7617
H 2.5349 -2.6472 -4.0382
H -0.9601 4.8918 0.6805
H -2.7453 -1.8595 4.2672
H 2.7904 -6.2051 -1.6236
H -0.6083 1.2949 3.3695
H 1.3548 -5.1308 0.1034
H -6.0793 -3.1582 3.5914
H -6.0435 -0.4434 2.1821
H 3.3259 3.0691 2.1491
H -6.6556 -1.9877 1.5408
H -0.8808 -0.6860 -7.7336
H 2.2629 1.0248 0.3617
H -3.5005 4.3199 -0.2277
H -4.8506 -2.1285 5.4241
H 2.1800 -1.4877 0.2924
*
```

Computed properties:
Electronic energy, hartree: -3889.6307
E_HOMO (alpha / beta), hartree: -0.4401 / -0.4985

Entry 10:
A 4-piece molecular cluster, C2H11NO3 overall at a distorted geometry, computed with wB97M-V/def2-TZVPD.

```
! wB97M-V def2-TZVPD RIJCOSX def2/J DEFGRID3
* xyz 0 1
O 0.8793 2.5918 -1.8424
O -2.2290 3.6427 -0.8020
O 1.7580 -4.0755 1.2497
N -0.2448 0.0017 0.2219
C -0.4965 0.2519 1.4819
C -0.4346 -1.2786 -0.4621
H -1.0155 -1.9237 0.1812
H 0.5484 -1.7913 -0.5691
H 2.1413 -3.8775 2.1008
H -1.4993 4.3102 -0.5823
H -0.8650 -0.5512 2.2378
H 0.5551 1.9334 -1.2613
H 1.4477 1.9882 -2.3601
H 2.6008 -4.1696 0.7908
H -0.4443 1.3295 1.8230
H -0.8283 -1.0878 -1.4380
H -1.8733 2.7057 -0.7696
*
```

Computed properties:
Electronic energy, hartree: -363.2094
Energy relative to the best compared isomer or geometry (same formula, charge and spin), kJ/mol: 170.8
E_HOMO, hartree: -0.3626
SMILES: C=NC.O.O.O